No. 1
ORCA calculation (ωB97M-V/def2-TZVPD) on a molecular structure, C23H37MgN8O4S in a non-equilibrium geometry.

Energy relative to the best compared isomer or geometry (same formula, charge and spin): 302.8 kJ/mol
Total charge: -1
Calculated total energy: -60843.0889 eV
Kohn-Sham gap: 3.7717 eV

Each line ends with the Mulliken charge.
Element x y z (Å)
Mg1 0.7838 1.5123 0.1542  0.93
N1 2.7670 0.3975 3.6713  -0.86
N2 1.4960 0.1140 4.0576  -0.04
C1 0.4721 0.0838 3.0700  -0.02
O1 -0.6839 -0.0957 3.5096  -0.69
O2 0.8832 0.2122 1.8515  -0.35
H1 3.1331 -0.4596 3.3192  0.32
H2 2.7764 0.9946 2.8443  0.30
H3 1.2777 0.6718 4.8502  0.26
N3 1.1139 -1.3496 -3.0410  0.08
C2 -0.2104 -0.9982 -3.4602  0.79
C3 -0.9224 -1.4686 -4.5446  -1.46
C4 -2.1709 -0.9137 -4.7369  -0.42
C5 -2.5516 0.0985 -3.8405  -0.85
C6 -1.8949 0.4302 -2.6791  -0.52
C7 -0.6374 -0.1302 -2.4894  -0.16
N4 0.3313 0.1118 -1.5426  1.23
C8 1.3855 -0.5267 -2.0009  0.37
C9 2.7598 -0.4172 -1.4911  -0.90
C10 3.9456 -0.8137 -2.0849  -0.64
S1 5.2324 -0.4574 -0.9957  -0.22
C11 4.1719 0.2745 0.0705  -0.34
N5 2.8947 0.2365 -0.2768  0.15
H4 1.8149 -1.8213 -3.6076  0.25
H5 -0.7016 -2.2586 -5.2341  0.40
H6 -2.7659 -1.2434 -5.6104  0.37
H7 -3.4894 0.5195 -4.0645  0.44
H8 -2.4664 1.1469 -2.1107  0.47
H9 4.0150 -1.2563 -3.0499  0.39
H10 4.5316 0.8329 0.9019  0.48
C12 2.7840 4.7618 -1.6159  -1.65
C13 1.2933 4.2532 -1.3926  1.51
C14 0.7867 3.7159 -2.7637  -1.27
C15 0.3710 5.5116 -1.1363  -1.69
N6 1.1401 3.2837 -0.4213  -0.33
H11 2.9555 5.4775 -2.4251  0.34
H12 3.3495 3.8594 -1.7707  0.30
H13 3.2032 5.2039 -0.6719  0.33
H14 0.9116 4.3654 -3.6323  0.52
H15 -0.2676 3.3594 -2.5849  0.12
H16 1.3663 2.8147 -2.9217  0.00
H17 0.4326 6.2790 -1.9651  0.38
H18 0.6459 5.9912 -0.1860  0.35
H19 -0.6481 5.1643 -1.0407  0.28
C16 -1.3643 -2.3021 1.0303  -0.26
N7 -0.8219 -3.6613 0.7327  0.20
C17 -0.2659 -3.7853 -0.6583  -1.03
C18 -1.2990 -4.7747 1.2633  0.54
O3 -1.2445 -5.8365 0.6168  -0.77
N8 -1.7762 -4.6032 2.5406  0.20
C19 -1.0582 -3.6486 3.4757  -1.44
C20 -2.2053 -5.7955 3.1812  -1.09
H20 -1.8519 -2.2691 2.0402  0.32
H21 -2.1547 -2.0797 0.2486  0.17
H22 -0.5700 -1.5482 0.9221  -0.38
H23 0.1082 -4.7677 -0.8601  0.47
H24 0.4282 -2.9712 -0.8482  0.10
H25 -1.1105 -3.5787 -1.3247  0.36
H26 -0.1400 -3.2037 3.0700  0.39
H27 -0.6933 -4.2711 4.2365  0.64
H28 -1.7464 -2.8741 3.8715  0.31
H29 -3.1861 -6.1449 2.8532  0.31
H30 -2.3227 -5.5998 4.2507  0.48
H31 -1.5021 -6.6210 3.1084  0.33
C21 -1.1169 3.1308 2.0205  -0.49
C22 -1.8389 1.9978 1.4449  0.98
C23 -3.1617 1.6747 2.0571  -1.66
O4 -1.3881 1.3554 0.5127  -0.25
H32 -1.8786 3.8713 2.3229  0.49
H33 -0.4109 3.3834 1.1405  -0.02
H34 -0.5469 2.7875 2.9070  0.10
H35 -2.8781 1.2680 3.0748  0.30
H36 -3.7877 0.9008 1.5897  0.29
H37 -3.8312 2.4989 2.2682  0.42

Atoms 1-3, force components in eV/Å:
-0.03 0.14 -0.01
2.15 0.57 -0.76
-1.49 -0.20 -0.13

No. 2
ORCA calculation (ωB97M-V/def2-TZVPD) on 4 unconnected molecules or ions with the total composition H8O4 in a non-equilibrium geometry.

Energy relative to the best compared isomer or geometry (same formula, charge and spin): 265.6 kJ/mol
Structure (SMILES): O.O.O.O
Calculated total energy: -8317.9233 eV
Kohn-Sham gap: 11.0973 eV

Each line ends with the natural charge from an NBO analysis.
Element x y z (Å)
O1 0.0952 -0.4100 0.2046  -0.94
H1 0.3116 -0.6412 -0.5269  0.44
H2 0.5186 0.4153 0.5116  0.50
O2 0.2551 -1.1899 -2.6406  -0.97
H3 -0.2464 -2.0119 -2.0726  0.49
H4 0.6477 -1.5063 -3.4568  0.49
O3 1.4894 2.1090 1.8545  -0.96
H5 1.9675 2.4809 1.0634  0.48
H6 2.0798 1.3725 2.3128  0.49
O4 -2.4577 -0.3550 1.2792  -0.94
H7 -2.9040 0.2676 0.7586  0.45
H8 -1.7569 -0.5311 0.7123  0.48

Atoms 1-3, force components in eV/Å:
-4.17 4.65 14.65
4.66 -3.85 -14.28
-0.29 -0.64 -0.45

No. 3
ORCA calculation (ωB97M-V/def2-TZVPD) on a molecular structure, C8H17BBrIN4O3 in a non-equilibrium geometry.

Calculated total energy: -99483.7483 eV
Kohn-Sham gap: 3.1737 eV

Each line ends with the natural charge from an NBO analysis.
Element x y z (Å)
C1 3.4938 -1.0093 0.5809  -0.46
N1 1.9960 -0.9908 0.4823  -0.24
N2 1.2896 -2.1955 0.6055  -0.41
C2 -0.2022 -1.9545 0.4954  0.46
C3 -1.4448 -3.0522 0.5480  -0.46
C4 -2.6230 -2.4407 -0.4659  -0.41
C5 -3.6349 -1.3995 0.3183  -0.45
C6 -4.3962 -0.3685 -0.7462  -0.07
O1 -5.1664 0.7015 -0.0310  -0.73
N3 -0.4819 -0.4714 0.3059  -0.49
C7 0.9494 0.0619 0.2776  0.58
N4 1.1843 1.3887 0.0794  -0.46
Br1 -0.3766 2.4798 -0.0926  0.34
C8 2.4951 2.1148 -0.0259  -0.67
B1 2.3527 3.5605 -0.8648  1.17
O2 1.9026 3.6184 -2.2992  -0.89
O3 2.7282 4.8455 -0.1841  -1.05
H1 3.8048 -0.1222 1.3163  0.27
H2 4.0205 -0.7774 -0.4506  0.24
H3 3.9543 -2.0171 1.0020  0.25
H4 1.7575 -3.1323 0.7355  0.45
H5 -1.0929 -4.1387 0.2204  0.25
H6 -1.8765 -3.0227 1.6475  0.26
H7 -3.2548 -3.3561 -0.8501  0.23
H8 -2.1011 -1.9582 -1.4198  0.24
H9 -3.0265 -0.7196 1.0636  0.22
H10 -4.4300 -1.9754 0.9904  0.22
H11 -5.1304 -0.9488 -1.4820  0.19
H12 -3.5832 0.2159 -1.3824  0.18
H13 -5.0042 0.6007 0.9711  0.47
H14 2.8234 2.4459 1.0728  0.30
H15 3.3606 1.5338 -0.5590  0.25
H16 1.4759 2.6989 -2.4302  0.46
H17 3.7035 4.9594 -0.4654  0.41
I1 4.5336 4.8251 1.0365  -0.65

Atoms 1-3, force components in eV/Å:
1.88 1.52 0.31
-2.90 1.29 -0.41
-4.90 0.11 -0.36

No. 4
ORCA calculation (ωB97M-V/def2-TZVPD) on C5H10O in the gas phase in a non-equilibrium geometry.

Energy relative to the best compared isomer or geometry (same formula, charge and spin): 186.7 kJ/mol
Structure (SMILES): C[C@H]1CCOC1
Calculated total energy: -7392.8303 eV
Kohn-Sham gap: 11.0415 eV

Each line ends with the natural charge from an NBO analysis.
Element x y z (Å)
C1 -1.3385 -1.0105 0.5150  -0.62
C2 0.0217 -0.3385 0.7447  -0.22
C3 1.0458 -0.6995 -0.3515  -0.44
C4 1.0513 0.6294 -1.0911  -0.08
O1 -0.2897 1.1015 -1.0775  -0.54
C5 -0.3584 1.2529 0.3345  -0.11
H1 -1.3046 -2.0846 0.2939  0.21
H2 -1.9911 -0.8670 1.3824  0.20
H3 -1.7882 -0.5217 -0.3544  0.22
H4 0.4082 -0.6006 1.7435  0.21
H5 2.0520 -0.9279 0.0273  0.21
H6 0.7297 -1.5300 -0.9926  0.20
H7 1.4713 0.6470 -2.1016  0.20
H8 1.4690 1.2804 -0.2814  0.17
H9 0.1693 2.2301 0.4833  0.19
H10 -1.3478 1.4390 0.7256  0.19

Atoms 1-3, force components in eV/Å:
-0.13 0.00 0.01
-0.21 0.89 0.00
-0.09 0.07 -0.17

No. 5
ORCA calculation (ωB97M-V/def2-TZVPD) on C6H10N2 in the gas phase in a non-equilibrium geometry.

Energy relative to the best compared isomer or geometry (same formula, charge and spin): 639.2 kJ/mol
Structure (SMILES): C1N[C@H]2C[C@@H]2N2C[C@H]12
Calculated total energy: -9357.8124 eV
Kohn-Sham gap: 8.5419 eV

Each line ends with the natural charge from an NBO analysis.
Element x y z (Å)
C1 0.9844 1.3675 -0.0241  -0.22
C2 -1.0791 0.2031 0.4744  -0.11
C3 -2.3414 -0.5844 0.0459  -0.42
C4 -0.8405 -0.7347 -0.5634  -0.03
C5 1.4761 -1.1734 0.5885  -0.26
C6 1.4884 -0.1057 -0.4609  -0.12
H1 1.3211 2.2260 -0.8119  0.21
H2 1.4722 1.6617 0.9165  0.19
H3 -0.9682 1.8637 -0.7210  0.37
H4 -0.5971 -0.2347 1.4537  0.20
H5 -2.9716 -0.2762 -0.7801  0.22
H6 -3.1058 -1.0731 0.8449  0.24
H7 -0.9381 -0.5153 -1.5784  0.20
H8 2.5459 -1.6756 0.6237  0.21
H9 1.2785 -0.8881 1.6123  0.19
H10 2.2159 -0.0797 -1.2674  0.21
N1 -0.4899 1.3879 0.1111  -0.66
N2 0.5491 -1.3691 -0.4637  -0.40

Atoms 1-3, force components in eV/Å:
-0.19 -0.29 -2.14
0.08 -1.83 0.90
-0.26 -0.80 1.95

No. 6
ORCA calculation (ωB97M-V/def2-TZVPD) on a molecular structure, C18H18BrCaO6 in a non-equilibrium geometry.

Total charge: +1
Calculated total energy: -119711.9105 eV
Kohn-Sham gap: 1.3365 eV

Each line ends with the natural charge from an NBO analysis.
Element x y z (Å)
Ca1 1.0081 -6.9154 -1.2388  1.61
Br1 0.2642 -2.7331 -0.0705  -0.61
C1 -3.1898 0.5355 -7.2411  -0.24
C2 -3.4047 0.4642 -8.6123  -0.25
C3 -2.3722 -0.0113 -9.4403  0.29
C4 -1.1306 -0.3156 -8.8461  -0.27
C5 -0.9830 -0.3083 -7.5181  -0.26
C6 -2.0247 0.0226 -6.6398  0.27
O1 -1.8517 0.2581 -5.3263  -0.69
O2 -2.4083 0.2797 -10.7535  -0.67
H1 -3.9523 0.7951 -6.5217  0.22
H2 -4.3345 0.7338 -9.0910  0.23
H3 -0.3028 -0.6332 -9.4627  0.21
H4 -0.0313 -0.6196 -7.1135  0.20
H5 -1.2806 -0.3033 -4.7969  0.49
H6 -1.8064 -0.2868 -11.2418  0.48
C7 4.1150 5.5701 0.2944  -0.25
C8 2.7388 5.1788 0.1722  -0.26
C9 2.4220 3.9834 0.8074  0.29
C10 3.3283 3.2205 1.4840  -0.29
C11 4.6607 3.7100 1.6017  -0.22
C12 5.1041 4.8809 0.9549  0.25
O3 6.3734 5.3289 1.0962  -0.66
O4 1.1001 3.4907 0.8023  -0.70
H7 4.4808 6.4360 -0.2375  0.20
H8 2.0067 5.8295 -0.2829  0.24
H9 3.0941 2.3874 2.1302  0.22
H10 5.3625 3.2261 2.2648  0.21
H11 6.3932 6.2779 0.9524  0.48
H12 1.0498 2.5660 1.0553  0.48
C13 -2.6282 -4.6357 6.7021  -0.29
C14 -1.6678 -4.0180 5.9460  -0.28
C15 -0.7517 -3.1283 6.4882  0.26
C16 -0.6775 -2.9554 7.8997  -0.23
C17 -1.6521 -3.5364 8.6884  -0.25
C18 -2.6792 -4.3071 8.0754  0.30
O5 -3.7495 -4.5446 8.8709  -0.67
O6 0.3292 -2.7861 5.7384  -0.66
H13 -3.4338 -5.1615 6.2112  0.21
H14 -1.7548 -4.0917 4.8720  0.19
H15 0.1316 -2.3320 8.2505  0.23
H16 -1.5435 -3.3880 9.7526  0.23
H17 -4.4343 -5.0803 8.4639  0.48
H18 0.0828 -3.0834 4.8595  0.47

Atoms 1-3, force components in eV/Å:
-0.25 1.48 0.42
0.26 -1.50 -0.40
0.06 -1.50 1.00